C38H101F6N5O19P | ωB97M-V with the def2-TZVPD basis set

Last column: Löwdin charge in e.
Cartesian coordinates (Å):
P (0.72189, -1.70399, 0.75554)  0.22
F (1.07619, -2.67367, 2.00057)  -0.14
F (0.35641, -0.69324, -0.44448)  -0.14
F (0.39131, -0.47447, 1.79474)  -0.17
F (1.07557, -2.83520, -0.34330)  -0.13
F (2.28318, -1.24459, 0.80295)  -0.16
F (-0.81997, -2.18579, 0.80422)  -0.14
O (3.94657, 7.86121, -1.28169)  -0.19
O (3.77936, -1.21768, -2.55389)  -0.06
O (-1.94613, -2.33356, -1.78185)  -0.09
O (-3.17639, 5.56875, 5.36553)  -0.18
O (2.15136, -6.46094, 3.85888)  -0.21
O (4.76473, -1.92369, 0.05619)  -0.08
O (-3.21914, 2.26251, 1.75911)  -0.18
O (-2.41299, 1.34868, -2.61747)  -0.19
O (6.02693, 2.14089, 1.42491)  -0.06
O (3.70427, -0.72972, 5.35060)  -0.09
O (-1.13802, -4.58878, -4.47172)  -0.07
O (-7.63584, -3.36727, -1.00858)  -0.20
O (-1.14357, 4.70114, -5.05058)  -0.20
O (1.13800, 0.28328, 4.26763)  -0.08
O (2.23630, -2.28094, -4.83367)  -0.05
O (2.30516, 3.15436, -0.87902)  -0.18
O (4.28376, 1.47975, 3.84495)  -0.06
O (5.60901, -7.48384, 0.73572)  -0.20
O (-5.83803, -1.29506, 2.96423)  -0.21
N (-5.36459, -3.21863, 0.80404)  -0.05
N (-4.63226, 4.55066, 2.82705)  -0.04
N (-0.74091, 1.96182, -5.01077)  -0.05
N (3.95667, 5.04709, -2.34269)  -0.05
N (3.15015, -6.23720, 1.11237)  -0.05
C (1.40963, -5.87237, 2.77171)  -0.20
C (-4.65867, 4.13232, 1.41757)  -0.21
C (3.92935, 1.61057, 2.47659)  -0.22
C (5.00825, 1.15712, 1.50252)  -0.23
C (-3.43420, 3.39065, 0.94121)  -0.24
C (1.46029, -6.48456, 5.09020)  -0.12
C (1.72209, 1.99507, -0.31434)  -0.12
C (2.53194, -0.74522, -3.05565)  -0.25
C (-1.27881, 5.92413, -4.32499)  -0.09
C (4.13542, -5.68418, 0.15607)  -0.19
C (-3.75198, 6.38335, 4.35558)  -0.23
C (-6.41687, -4.08749, -1.24876)  -0.21
C (1.34622, -0.95725, 4.91053)  -0.25
C (3.13280, 2.82428, -2.00522)  -0.21
C (0.19366, 4.24663, -5.03797)  -0.25
C (1.67910, -1.87078, -3.57930)  -0.22
C (6.39319, -8.58604, 0.37995)  -0.12
C (-8.72186, -3.87628, -1.74748)  -0.13
C (4.68120, 7.43646, -2.40746)  -0.24
C (5.08353, 5.97112, -2.23576)  -0.22
C (-6.24686, -1.07996, 4.30200)  -0.11
C (4.38591, 3.67435, -1.96895)  -0.19
C (-1.74298, -3.43373, -3.84358)  -0.24
C (0.22175, 2.83367, -5.64633)  -0.20
C (2.53500, 7.89392, -1.45265)  -0.10
C (2.40270, -5.23377, 1.83355)  -0.23
C (-1.35005, 0.53706, -3.08769)  -0.23
C (-0.29381, 1.39722, -3.73781)  -0.19
C (-2.37159, 1.31674, 1.13898)  -0.08
C (-1.55137, -3.57698, -2.36603)  -0.23
C (5.01719, -6.80980, -0.35182)  -0.24
C (-3.79255, 5.74129, 2.97923)  -0.23
C (-4.42539, -2.22234, 1.31558)  -0.20
C (-4.12579, 4.74682, 6.02687)  -0.12
C (2.75590, -1.52459, 4.65069)  -0.24
C (-3.65038, 0.67674, -2.58402)  -0.12
C (-4.67466, -2.10552, 2.83236)  -0.21
C (-5.29019, -3.28269, -0.65184)  -0.22
H (1.17622, 2.31348, 0.57691)  0.09
H (0.92812, 1.61249, -0.96063)  0.07
H (0.64263, 4.24311, -4.03683)  0.10
H (5.80006, -9.28255, -0.22743)  0.09
H (2.77573, -2.52700, 5.08834)  0.11
H (-0.49280, -3.73905, -2.16412)  0.11
H (-2.49881, 3.96892, 0.95833)  0.12
H (-4.36855, 5.17427, 7.00479)  0.08
H (4.47426, -7.53568, -0.96959)  0.12
H (1.73505, -4.67555, 1.17736)  0.10
H (3.96951, -1.84561, 0.60812)  0.00
H (4.44067, -1.61563, -0.80321)  -0.01
H (1.17910, -0.85646, 5.97833)  0.11
H (3.81167, 0.10589, 4.84886)  0.04
H (3.38388, 1.75906, -1.99395)  0.10
H (2.18909, -6.62370, 5.88325)  0.08
H (-1.66577, -0.20630, -3.83414)  0.11
H (6.67309, -9.09342, 1.30349)  0.09
H (3.69864, 2.66558, 2.29350)  0.13
H (-5.69864, -0.22357, 4.69408)  0.09
H (-2.33532, 6.18801, -4.38640)  0.08
H (2.18874, 7.04185, -2.04549)  0.07
H (4.75564, 3.65228, -0.93630)  0.12
H (-1.36928, 1.74603, 1.02021)  0.08
H (-3.72750, -0.12747, -1.84668)  0.07
H (4.41662, -1.22949, -3.27500)  0.10
H (5.54281, 8.09495, -2.54666)  0.11
H (-4.78534, 6.64937, 4.60163)  0.12
H (6.91018, 1.77215, 1.42645)  0.08
H (-0.68155, 6.68308, -4.83560)  0.09
H (3.05351, -4.55994, 2.40178)  0.13
H (-8.49448, -3.96351, -2.81561)  0.08
H (4.48432, 1.12607, 0.54014)  0.10
H (5.13697, 3.24961, -2.63571)  0.12
H (-5.50307, 3.44426, 1.29138)  0.12
H (-1.01341, -0.08446, -2.25440)  0.10
H (4.75299, -4.92000, 0.63754)  0.12
H (-7.32181, -0.90005, 4.27309)  0.08
H (5.37710, 0.16789, 1.77254)  0.12
H (2.11918, 7.92442, -0.45182)  0.09
H (-2.29099, 0.35780, 1.63795)  0.08
H (-2.66393, 1.18393, 0.09097)  0.07
H (-6.14529, -1.96168, 4.94255)  0.08
H (4.45414, 2.35197, 4.19954)  0.10
H (0.78338, -6.63180, 2.29984)  0.13
H (1.23035, 2.45109, -5.47399)  0.11
H (-3.40504, -2.60112, 1.22449)  0.11
H (-9.54710, -3.18573, -1.58868)  0.08
H (-5.05380, 4.63073, 5.46478)  0.08
H (-0.52944, -4.25284, -5.13347)  0.07
H (1.01995, -5.48954, 5.23884)  0.08
H (-4.89127, -3.07395, 3.28825)  0.12
H (-1.29709, -2.48484, -4.15698)  0.09
H (-6.30296, -2.91664, 1.05020)  0.10
H (-3.12134, 7.27056, 4.30249)  0.12
H (-3.70217, 3.75380, 6.18016)  0.09
H (4.16935, 7.56299, -3.37125)  0.12
H (2.51624, 3.02981, -2.88303)  0.11
H (0.65918, -1.71170, 4.50669)  0.10
H (0.84942, 4.90198, -5.62855)  0.12
H (-3.88440, 0.30006, -3.58875)  0.09
H (3.31292, 5.23281, -1.57336)  0.09
H (-4.94564, 4.94281, 0.74349)  0.12
H (1.71004, -2.65172, -2.81738)  0.12
H (0.81225, -5.08269, 3.24067)  0.11
H (-4.51814, -1.23812, 0.84592)  0.12
H (0.08075, 2.99191, -6.71720)  0.11
H (5.79592, 5.72597, -3.02988)  0.12
H (0.65832, -1.49892, -3.70250)  0.10
H (3.73454, -6.77104, 1.74981)  0.10
H (2.39687, 1.20132, 0.00295)  0.06
H (0.63768, 0.84520, -3.87362)  0.09
H (-3.54700, 3.12195, -0.11791)  0.12
H (0.79681, 0.15080, 3.36655)  0.04
H (2.25129, 8.75929, -2.06357)  0.08
H (-4.40339, 1.44057, -2.36895)  0.08
H (-3.81692, -1.60565, 3.29848)  0.12
H (0.63675, -7.20177, 5.10135)  0.08
H (-8.99258, -4.87503, -1.38552)  0.08
H (-0.13465, 2.27243, -3.08650)  0.12
H (2.01030, -0.31224, -2.19477)  0.10
H (-4.16630, 6.52227, 2.30498)  0.12
H (2.63760, 0.09852, -3.74294)  0.11
H (-2.78378, -3.37950, -4.17257)  0.12
H (5.78717, -6.37401, -1.00311)  0.12
H (7.30593, -8.27374, -0.14244)  0.09
H (-4.37049, -3.77899, -0.98154)  0.11
H (-5.23167, -2.27102, -1.07496)  0.12
H (2.97443, -1.65506, 3.58853)  0.10
H (-2.77348, 5.58001, 2.59986)  0.12
H (-6.30423, -4.10862, -2.33697)  0.12
H (-2.17633, -4.41826, -2.04672)  0.12
H (5.58739, 5.86619, -1.26701)  0.12
H (-1.04319, 5.74061, -3.27421)  0.09
H (-1.47356, -2.20988, -0.94638)  0.03
H (-1.61580, 2.43505, -4.83035)  0.10
H (-4.12131, 3.78093, 3.26031)  0.10
H (1.55413, -2.65905, -5.39221)  0.07
H (-6.45773, -5.09030, -0.81926)  0.13
H (3.00699, 1.08722, 2.21299)  0.10
H (3.54549, -5.26637, -0.65980)  0.12

Energy relative to the best compared isomer or geometry (same formula, charge and spin): 17.80 kcal per mole
Net charge: -1
Orbital gap: 0.308 Ha
Molecular weight: 1077.204 g mol⁻¹
LUMO: 1.962 eV

---

C5H6O | ωB97M-V with the def2-TZVPD basis set

Last column: natural (NBO) charge in e.
Cartesian coordinates (Å):
O (-0.31152, 1.51215, 0.35613)  -0.50
C (-0.22240, -0.15386, -1.39260)  -0.39
C (-0.44826, 1.08071, -0.92797)  0.20
C (0.53231, -0.85674, 0.77758)  -0.28
C (-0.28776, 0.29574, 1.29576)  -0.12
C (0.48741, -1.11603, -0.48955)  -0.18
H (-1.53941, 0.00356, 1.44085)  0.19
H (-0.12706, -0.20224, -2.46515)  0.23
H (1.18461, -1.41134, 1.46185)  0.22
H (-0.76717, 1.90955, -1.45259)  0.19
H (1.30296, -1.84309, -0.93863)  0.22
H (0.19629, 0.78161, 2.33431)  0.22

Energy relative to the best compared isomer or geometry (same formula, charge and spin): 55.86 kcal per mole
Orbital gap: 0.346 Ha
Molecular weight: 82.102 g mol⁻¹
LUMO: 1.013 eV

---

CH2N2O4P | ωB97M-V with the def2-TZVPD basis set

Last column: natural (NBO) charge in e.
Cartesian coordinates (Å):
P (-1.29579, 0.14316, -0.24057)  2.41
O (-0.27450, 1.60483, -0.16819)  -0.41
O (-0.64713, -0.20717, 1.24971)  -0.68
O (-0.10875, -0.78863, -1.05876)  -0.59
O (-2.62286, 0.20584, -0.71921)  -0.86
N (1.01435, -1.11169, -0.15435)  -0.28
N (0.83016, 1.08973, 0.20843)  -0.05
C (0.64321, -0.15663, 0.82955)  0.60
H (1.73700, 1.27291, -0.08919)  0.45
H (0.72430, -2.05234, 0.14259)  0.41

Energy relative to the best compared isomer or geometry (same formula, charge and spin): 51.81 kcal per mole
Net charge: +1
Orbital gap (spin up / spin down): 0.318 / 0.337 Ha
Molecular weight: 137.011 g mol⁻¹
LUMO (spin up / spin down): -8.326 / -8.044 eV

---

CO4P | ωB97M-V with the def2-TZVPD basis set

Last column: natural (NBO) charge in e.
Cartesian coordinates (Å):
P (1.07446, -0.08205, -0.07180)  1.56
O (1.65392, 1.28777, -0.12592)  -1.12
O (-1.53617, 0.34315, -0.61396)  -0.60
O (-1.43171, -0.45709, 1.50096)  -0.58
O (1.43090, -1.01701, -1.13264)  -1.12
C (-1.19140, -0.07476, 0.44336)  0.87

Energy relative to the best compared isomer or geometry (same formula, charge and spin): 15.67 kcal per mole
Net charge: -1
Orbital gap: 0.309 Ha
Molecular weight: 106.981 g mol⁻¹
LUMO: 3.973 eV

---

CCl6NP | ωB97M-V with the def2-TZVPD basis set

Last column: natural (NBO) charge in e.
Cartesian coordinates (Å):
Cl (1.28525, 1.96282, -0.55981)  -0.17
Cl (-1.00121, -0.67814, -1.22955)  0.20
Cl (-2.05578, 1.49181, 0.97407)  0.00
Cl (3.48623, -0.66869, -0.67131)  -0.20
Cl (1.73963, -0.13282, 1.76740)  -0.19
Cl (-3.58458, -0.65108, 0.12682)  0.08
P (1.56668, -0.01704, -0.22319)  1.49
N (0.73682, -1.09476, -0.99370)  -0.98
C (-2.17304, -0.21210, 0.80927)  -0.23

Energy relative to the best compared isomer or geometry (same formula, charge and spin): 91.10 kcal per mole
Orbital gap: 0.295 Ha
Molecular weight: 269.710 g mol⁻¹
LUMO: -0.713 eV

---

H5N12 | ωB97M-V with the def2-TZVPD basis set

Last column: natural (NBO) charge in e.
Cartesian coordinates (Å):
N (-0.66849, -0.81803, 0.81771)  0.29
N (-2.73141, -3.81951, -0.34298)  0.22
N (0.93606, 1.26615, -0.33927)  -0.25
N (0.63974, -0.73606, 1.02029)  -0.23
N (-2.02576, -4.37268, 0.49591)  -0.21
N (-0.37567, 1.41468, 0.00319)  -0.29
N (-1.20014, 0.23376, -0.01960)  -0.28
N (-1.38786, -1.80334, 0.94758)  -0.13
N (1.47402, 0.31262, 0.51701)  -0.35
N (-1.52266, -3.98492, 1.61910)  0.11
N (-1.24666, -2.85106, 1.85649)  -0.06
N (-3.40052, -3.71295, -1.24119)  0.10
H (2.45429, 0.28356, 0.74854)  0.43
H (1.16321, -1.26803, 1.73012)  0.46
H (1.03802, 0.98885, -1.35458)  0.38
H (-0.33829, 1.89078, 0.88654)  0.37
H (-2.21995, 0.38123, 0.15861)  0.44

Net charge: +1
Orbital gap (spin up / spin down): 0.281 / 0.280 Ha
Molecular weight: 173.124 g mol⁻¹
LUMO (spin up / spin down): -5.440 / -5.442 eV